DFT (ωB97M-V/def2-TZVPD) results for a molecular structure, C26H59N9O3P2SSiTeY.

The geometry in XYZ format:
```
103
Properties=species:S:1:pos:R:3:mulliken_charge:R:1
H -1.2937 -0.2723 4.8523 0.30
H 1.2749 0.2042 -4.4963 0.37
O 0.6226 -1.7985 -0.6116 0.29
H -4.3232 0.2577 2.9794 0.43
H -1.8340 -2.3697 0.7935 -0.32
H -2.0013 6.3565 1.5598 0.32
H -0.3714 1.2120 2.1315 -0.64
C -7.2707 0.6963 -0.7431 -0.54
H 4.2807 -0.2476 2.3125 0.16
C -1.5123 5.5871 0.9686 -0.71
N 4.1762 -0.3118 -1.3227 0.62
H 0.8289 -4.8886 2.1229 0.41
H -0.1359 3.0520 -2.6200 0.33
H 0.4034 3.5797 4.6908 0.46
C 0.2100 0.1797 -4.2445 -0.88
C -1.6965 -1.0816 4.2392 -1.21
P 1.7405 -2.2610 0.2559 -1.20
H -0.7692 -2.2566 -4.2261 0.44
N -2.4118 -0.9690 -1.5785 -0.05
C 0.1398 3.8782 3.6938 -0.66
H 3.7456 -1.5422 -2.9784 0.16
H -1.3851 5.4695 3.7845 0.46
H -0.2962 -0.2736 -5.1014 0.42
H -3.5261 -1.8663 1.0068 0.52
H 1.2289 2.1753 -2.7845 0.14
H -0.6270 -2.5463 -2.4890 -0.07
H 4.2110 3.2036 1.2027 0.37
H -6.8767 -0.4322 -2.5246 0.42
P 3.0761 0.2009 -0.2322 -1.08
H -2.5181 -0.4416 -3.5923 0.32
H 1.8407 -5.0236 -1.4380 0.29
H -8.2683 0.2991 -0.6113 0.40
H -1.3921 1.5981 -3.9658 0.09
H -0.4718 -3.6975 2.3582 0.19
C -6.7689 1.6365 0.1455 -0.55
H 6.2862 -0.3774 -1.2754 0.32
C -0.7384 4.8004 3.2478 -0.24
C -0.3031 1.5902 -4.0447 -0.49
H 0.3203 -0.3841 1.8452 -0.54
H -3.0221 -2.1035 -3.2874 0.50
H -4.6337 0.5134 -2.8522 0.41
H -2.2458 4.9520 0.4732 0.10
H -3.7038 1.0162 1.5114 -0.27
H 4.7071 -0.0923 -3.3325 0.47
C 5.4239 -0.9284 -0.8944 -1.07
O 1.8876 0.7358 -0.9426 0.37
C -5.2123 0.8065 -1.9827 -0.24
C -2.3008 -1.3328 -2.9988 -0.67
H 5.4950 -0.9676 0.1916 0.28
N 0.7102 3.3155 2.5710 0.15
Si -2.0150 -0.5087 2.4758 0.28
C -0.5583 0.2499 1.6486 1.09
H 5.1156 2.4538 -0.1273 0.27
H -7.3763 1.9720 0.9765 0.38
N 2.7046 -3.2743 -0.6163 0.79
H 4.5890 -4.1937 -0.5169 0.38
H 1.3670 2.5538 2.5283 0.22
H -3.2991 -0.5058 -1.3868 -0.08
O 2.7034 -1.0602 0.7133 0.54
H 2.9664 -4.1597 -2.4958 0.33
H 1.3510 -3.4982 -2.2026 0.14
C 2.1810 -4.0308 -1.7487 -0.82
H -0.9851 -1.9102 4.2809 0.30
C 4.5675 0.7485 1.9868 -1.01
C -3.4351 0.6956 2.5181 -0.66
H -5.1107 2.8758 0.6882 0.35
H 5.6263 0.7476 1.7098 0.33
H 4.0926 -3.3893 0.9691 0.29
H 3.3613 -4.9401 0.5225 0.31
H -2.6217 -1.4280 4.7065 0.36
H 5.4743 -1.9561 -1.2643 0.35
N 0.0201 -0.6560 -3.0456 0.47
Te -2.7580 2.5526 -1.3353 0.09
C 0.3731 -3.9766 1.7285 -1.06
N 0.2151 2.1124 -2.7798 -0.29
H -2.7542 -2.9031 2.1912 0.61
C 4.1390 2.5128 0.3627 -1.04
C 3.8808 -0.4827 -2.7359 -0.57
H -2.4022 -1.8143 -1.0152 0.11
C -0.8797 -1.7952 -3.2382 -0.48
C 3.7362 -3.9886 0.1318 -1.14
C -6.4894 0.2849 -1.8114 -0.65
C 1.9135 -2.5662 3.0024 -0.10
H -0.0292 2.2043 -4.9091 0.51
H 0.9119 -0.9859 -2.6987 -0.15
H 4.4418 1.4313 2.8286 0.33
H -0.8749 6.0460 0.2164 0.30
H 3.3876 2.9022 -0.3183 0.15
C 0.1894 3.8545 1.4483 -0.12
N -0.6918 4.7813 1.8653 0.23
H 2.4349 -3.4322 3.4194 0.34
H -0.0111 -4.1813 0.7290 0.22
N 3.7252 1.2030 0.8829 0.81
H 2.9805 0.0657 -2.9963 -0.12
S 0.5785 3.4367 -0.1514 -0.29
H 1.1118 -2.2766 3.6836 0.07
C -4.6894 1.7344 -1.0811 0.16
Y -0.5787 0.5883 -0.7263 -0.11
C -2.5820 -2.0550 1.5247 -0.77
H 2.6089 -1.7364 2.9300 -0.37
N 1.3557 -2.8965 1.6994 0.79
C -5.4908 2.1513 -0.0196 -0.50
H -3.1706 1.5927 3.0851 0.34
```

Summary:
**Electronic energy**: -93105.0747 eV
**Relative energy (zero: lowest compared OMol25 entry of this formula, charge and spin)**: 0.615 eV
**Net charge**: +1
**2S+1**: 1
**Highest occupied orbital energy**: -8.9 eV
**Molecular weight**: 884.4 g mol⁻¹